(1)
Computed, not measured: 2 unconnected molecules or ions with the total composition C19H45BrNO3P4, with ωB97M-V/def2-TZVPD.

Last column: Mulliken charge in e.
Atoms and positions in Å:
C -2.556 -2.094 4.410  -1.14
C -3.564 -1.852 3.288  -0.82
C -2.993 -2.182 1.905  0.52
C -3.308 -3.610 1.420  -1.04
C -2.136 -4.296 0.728  -0.84
C -1.676 -3.565 -0.543  -1.02
C -0.465 -2.644 -0.357  -0.17
O -0.717 -1.346 -0.767  -0.13
P 0.777 -0.423 -0.924  -0.16
Br 0.267 -0.222 -3.371  -0.51
P -0.341 1.485 -0.443  0.70
C -1.915 1.493 -1.407  -0.48
C -1.867 2.324 -2.701  -1.21
C -1.027 1.041 1.225  0.02
C -1.328 2.277 2.091  -1.36
P 2.659 0.776 -1.407  0.08
C 3.599 0.934 0.210  -0.65
C 2.811 1.215 1.488  -1.10
C 3.818 -0.370 -2.281  -0.38
C 3.805 -0.233 -3.815  -1.08
O 1.573 -1.943 -1.296  -0.58
C 0.776 -3.078 -1.142  0.34
P 1.821 -4.258 -0.239  0.38
N 3.138 -4.762 -0.919  -0.79
H -2.008 -3.024 4.244  0.28
H -3.042 -2.172 5.384  0.39
H -1.835 -1.279 4.462  0.24
H -4.457 -2.455 3.475  0.41
H -3.882 -0.808 3.314  0.33
H -3.353 -1.460 1.174  0.33
H -1.908 -2.063 1.947  -0.23
H -3.656 -4.220 2.259  0.48
H -4.137 -3.564 0.706  0.30
H -2.411 -5.326 0.491  0.31
H -1.300 -4.352 1.434  0.41
H -2.493 -2.936 -0.904  0.38
H -1.474 -4.282 -1.342  0.47
H -0.186 -2.656 0.716  0.02
H 1.036 -0.612 0.466  -0.40
H -2.640 1.940 -0.720  0.54
H -2.256 0.475 -1.597  0.19
H -0.864 2.699 -2.900  0.22
H -2.550 3.175 -2.646  0.33
H -2.135 1.718 -3.564  0.33
H -1.926 0.441 1.079  -0.20
H -0.294 0.395 1.708  0.37
H -2.400 2.478 2.133  0.37
H -0.976 2.145 3.115  0.39
H -0.846 3.171 1.693  0.20
H 4.247 1.798 0.036  0.45
H 4.256 0.071 0.348  0.50
H 3.500 1.412 2.313  0.44
H 2.184 0.378 1.778  0.26
H 2.187 2.104 1.374  0.14
H 3.645 -1.399 -1.982  0.19
H 4.808 -0.099 -1.903  0.45
H 3.584 -1.189 -4.287  0.26
H 3.057 0.481 -4.150  0.27
H 4.779 0.094 -4.185  0.34
H 0.520 -3.512 -2.119  0.38
H 0.930 -5.276 0.178  0.00
H 2.005 -3.497 0.932  0.06
H 3.166 -5.769 -1.012  0.22
C 0.779 5.064 -1.414  -0.43
C 0.852 6.017 -0.253  0.79
O 0.952 5.656 0.897  -0.55
C 0.792 7.493 -0.598  -1.23
H 0.821 4.026 -1.088  -0.26
H -0.152 5.227 -1.962  0.32
H 1.603 5.265 -2.104  0.39
H -0.138 7.715 -1.126  0.31
H 1.615 7.754 -1.266  0.33
H 0.851 8.089 0.310  0.32

The spin multiplicity is 1. For the orbital gap, the calculation gives 7.051 eV. As for the total charge: -1.



(2)
Computed, not measured: a single C7H6OS molecule in a non-equilibrium geometry, with ωB97M-V/def2-TZVPD.

Last column: natural (NBO) charge in e.
Atoms and positions in Å:
C 0.827 -0.762 0.605  -0.13
C -0.091 -1.710 0.355  -0.34
C -0.427 1.118 -0.394  -0.09
C -1.466 0.355 -1.073  -0.01
C 0.090 -3.136 0.485  0.37
C 0.617 0.639 0.496  -0.28
C -0.362 2.656 -0.651  -0.62
O -0.825 -3.963 0.445  -0.52
S -1.473 -1.279 -0.586  0.39
H 1.843 -0.981 0.989  0.23
H 1.076 -3.474 0.655  0.13
H 1.390 1.308 0.980  0.23
H 0.481 3.013 -1.076  0.22
H -0.468 3.273 0.130  0.22
H -1.213 2.945 -1.361  0.21

Its energy above the lowest of the compared OMol25 structures with the same formula, charge and spin is 0.512 eV. The spin multiplicity is 3. As for the expectation value of S²: 2.06. For the orbital gap (alpha / beta), the calculation gives 6.879 / 7.399 eV.



(3)
Computed, not measured: a single C5H12O molecule, with ωB97M-V/def2-TZVPD.

Last column: natural (NBO) charge in e.
Atoms and positions in Å:
C -0.426 -1.442 -1.305  -0.60
C 0.226 -0.557 -0.221  -0.24
C 1.555 0.082 -0.712  -0.62
C -0.745 0.536 0.332  0.10
C -0.732 0.618 1.860  -0.64
O -0.506 1.813 -0.246  -0.72
H -1.107 -2.197 -0.889  0.21
H -0.998 -0.847 -2.027  0.21
H 0.337 -1.998 -1.861  0.21
H 0.457 -1.234 0.616  0.20
H 2.370 -0.104 -0.008  0.21
H 1.836 -0.329 -1.685  0.21
H 1.510 1.165 -0.865  0.22
H -1.763 0.309 -0.002  0.17
H -1.160 1.573 2.184  0.22
H 0.290 0.541 2.256  0.20
H -1.326 -0.188 2.306  0.22
H 0.182 2.258 0.266  0.46

Its energy above the lowest of the compared OMol25 structures with the same formula, charge and spin is 0.525 eV. The spin multiplicity is 1. For the orbital gap, the calculation gives 11.146 eV.



(4)
Computed, not measured: a gas-phase ion, C5H4N (charge +1) in a non-equilibrium geometry, with ωB97M-V/def2-TZVPD.

Last column: natural (NBO) charge in e.
Atoms and positions in Å:
C 0.937 0.194 0.146  0.52
C -1.556 1.219 -0.574  0.46
C 1.554 1.207 -0.278  -0.57
C -1.193 -1.107 0.076  0.11
C 0.085 -1.372 0.328  -0.19
N -1.658 0.152 -0.119  -0.58
H 1.537 1.516 -1.278  0.35
H 1.841 1.939 0.445  0.35
H -2.001 -1.844 0.104  0.28
H 0.452 -1.905 1.150  0.28

Its energy above the lowest of the compared OMol25 structures with the same formula, charge and spin is 3.303 eV. The spin multiplicity is 1. For the orbital gap (alpha / beta), the calculation gives 8.721 / 8.722 eV. As for the total charge: +1.



(5)
Computed, not measured: 4 unconnected molecules or ions with the total composition C2H11N3O in a non-equilibrium geometry, with ωB97M-V/def2-TZVPD.

Last column: natural (NBO) charge in e.
Atoms and positions in Å:
C -1.367 0.649 1.255  0.50
N -1.546 0.882 2.617  -0.82
O -1.618 -0.492 0.803  -0.73
H -0.093 -1.390 0.298  0.43
H -1.342 1.809 2.957  0.38
H -1.250 0.117 3.207  0.38
H -1.721 1.520 0.678  0.13
H 0.467 0.820 1.069  -0.26
C 1.238 -0.055 -2.314  -0.43
N 0.346 -0.970 -1.607  -0.46
N 0.752 -1.091 -0.221  -0.65
H -0.589 -0.572 -1.556  0.37
H 1.465 -1.812 -0.150  0.37
H 0.852 0.096 0.507  0.21
H 1.337 0.924 -1.830  0.18
H 0.845 0.081 -3.321  0.21
H 2.224 -0.517 -2.395  0.19

Its energy above the lowest of the compared OMol25 structures with the same formula, charge and spin is 3.111 eV. The spin multiplicity is 1. For the orbital gap, the calculation gives 9.026 eV.



(6)
Computed, not measured: a single C5H6F2O molecule in a non-equilibrium geometry, with ωB97M-V/def2-TZVPD.

Last column: natural (NBO) charge in e.
Atoms and positions in Å:
C 0.943 1.290 -1.082  -0.65
C 0.937 0.151 -0.132  0.26
F 1.433 0.637 1.121  -0.35
C 1.109 -1.277 -0.468  0.49
O 1.905 -2.167 -0.321  -0.45
C -0.396 -0.881 -0.219  0.28
C -1.151 -1.625 0.848  -0.67
F -1.140 -0.583 -1.304  -0.33
H 0.809 0.750 -2.003  0.24
H 1.973 1.670 -1.157  0.24
H 0.301 2.116 -0.718  0.24
H -1.579 -2.619 0.516  0.24
H -2.117 -1.050 0.900  0.23
H -0.732 -1.604 1.808  0.24

Its energy above the lowest of the compared OMol25 structures with the same formula, charge and spin is 2.319 eV. The spin multiplicity is 1. For the orbital gap, the calculation gives 9.561 eV.